Here is a structure of composition C34H45N8NaP from the Open Molecules 2025 dataset. Energies are from ωB97M-V/def2-TZVPD.

The calculation puts the energy above the lowest of the compared OMol25 structures with the same formula, charge and spin at 54.2 kJ/mol. Its total energy is -2264.19025 a.u. The charge is +1. The calculation puts the HOMO-LUMO gap at 9.0 eV.

```
89
C34H45N8NaP ωB97M-V/def2-TZVPD
Na -0.5239 1.2057 1.0522
C -1.3446 4.3219 1.9765
C -0.0951 4.5091 1.1283
N -0.1315 3.6756 -0.0821
C 1.1583 3.6434 -0.7647
C 2.1578 2.7340 -0.0646
C 3.4591 2.6170 -0.5259
C 4.3186 1.7500 0.1320
C 3.8626 1.0502 1.2366
C 2.5477 1.2328 1.6353
C 1.9822 0.4929 2.8406
N 0.5682 0.7984 3.0649
C 0.3863 2.0882 3.7590
C -1.0634 2.5643 3.7331
N -1.5586 2.9295 2.3934
N 1.7171 2.0497 0.9889
H -2.2120 4.6192 1.3802
H -1.3056 5.0063 2.8325
H 0.7898 4.2281 1.6985
H 0.0129 5.5731 0.8836
H -0.8317 4.0432 -0.7157
H 1.6119 4.6398 -0.8586
H 1.0055 3.2792 -1.7837
H 3.7928 3.1962 -1.3789
H 5.3399 1.6314 -0.2069
H 4.5114 0.3722 1.7773
H 2.6009 0.7378 3.7139
H 2.0899 -0.5813 2.6779
H 0.1467 0.0596 3.6151
H 1.0221 2.8199 3.2622
H 0.7183 2.0347 4.8025
H -1.1610 3.3992 4.4371
H -1.6965 1.7542 4.1052
H -2.5521 2.7477 2.3824
C -0.4553 -5.0976 1.6647
C -1.2634 -4.3331 0.6093
C -0.7318 -4.6320 -0.7973
C -2.7530 -4.6832 0.7092
C -1.1188 -2.8787 0.8593
N -1.0375 -1.7390 0.9781
H -0.5999 -6.1679 1.5142
H -0.7822 -4.8439 2.6733
H 0.6101 -4.8797 1.5789
H -0.7248 -5.7123 -0.9484
H 0.2833 -4.2556 -0.9262
H -1.3657 -4.1778 -1.5594
H -2.8778 -5.7505 0.5208
H -3.3357 -4.1273 -0.0259
H -3.1459 -4.4617 1.7028
C -4.8233 1.2108 2.2384
P -3.3594 0.1319 1.9021
C -3.8564 -1.3196 2.9033
C -3.7539 -0.3539 0.1784
C -4.6162 -1.3855 -0.1829
C -4.8717 -1.6601 -1.5207
C -4.2753 -0.8989 -2.5176
C -3.4141 0.1336 -2.1724
C -3.1517 0.3921 -0.8348
H -5.7571 0.6900 2.0225
H -4.7835 2.1044 1.6122
H -4.8292 1.5242 3.2847
H -4.8595 -1.6775 2.6690
H -3.8505 -1.0086 3.9495
H -3.1411 -2.1325 2.7857
H -5.0988 -1.9868 0.5780
H -5.5454 -2.4655 -1.7860
H -4.4819 -1.1099 -3.5589
H -2.9403 0.7264 -2.9444
H -2.4579 1.1889 -0.5752
N 6.6638 -0.0036 -7.8003
C 5.9827 -0.1311 -6.8845
C 5.1277 -0.2819 -5.7288
C 4.8738 -1.5471 -5.2069
C 4.0511 -1.6918 -4.1040
C 3.4921 -0.5680 -3.5132
C 3.7535 0.6980 -4.0194
C 4.5614 0.8396 -5.1330
N 2.6502 -0.7052 -2.3774
C 2.7569 -1.6338 -1.3612
C 1.7542 -1.3446 -0.4913
N 1.0163 -0.2647 -0.9419
C 1.5816 0.0795 -2.0687
H 5.3123 -2.4171 -5.6760
H 3.8280 -2.6788 -3.7213
H 3.3483 1.5744 -3.5315
H 4.7691 1.8221 -5.5344
H 3.5471 -2.3636 -1.3313
H 1.5237 -1.8364 0.4384
H 1.2479 0.8677 -2.7254
```